# 1
ORCA calculation (ωB97M-V/def2-TZVPD) on the molecule C3H7N3O.

The geometry in XYZ format:
```
14
Properties=species:S:1:pos:R:3
C 1.64 1.08 -0.48
N 1.38 -0.33 -0.47
C 0.29 -0.82 -0.03
N 0.10 -2.15 0.23
C -1.16 -0.19 0.32
N -1.68 1.02 0.00
O -1.93 -0.94 0.92
H 2.48 1.27 0.20
H 0.80 1.69 -0.11
H 1.94 1.44 -1.47
H -0.80 -2.23 0.73
H 0.88 -2.71 0.54
H -1.27 1.78 -0.52
H -2.65 1.10 0.28
```

Calculated values
Calculated total energy = -358.013173 a.u.
Energy relative to the best compared isomer or geometry (same formula, charge and spin) = 96.36 kJ/mol
SMILES = C/N=C(/N)C(N)=O
Charge = 0
LUMO = 0.9 eV
HOMO-LUMO gap = 9.781 eV

Results of the Mulliken charge analysis, in e, for atoms 1 through 2: atom 1 (C): -0.711, atom 2 (N): -0.555



# 2
ORCA calculation (ωB97M-V/def2-TZVPD) on a structure of composition C5H8N2.

The geometry in XYZ format:
```
15
Properties=species:S:1:pos:R:3
C -1.07 -0.95 0.68
N -0.36 -0.63 -0.52
C 0.87 -1.24 -0.45
C 1.60 -0.28 0.30
C 1.08 1.04 -0.12
C -0.15 0.78 -0.59
N -1.20 1.57 -1.01
H -2.10 -0.57 0.70
H -1.00 -2.00 0.97
H 0.67 -0.49 1.29
H 0.88 -2.30 -0.26
H 2.64 -0.41 0.62
H 1.53 2.01 0.07
H -2.06 1.06 -1.19
H -1.35 2.41 -0.48
```

Calculated values
Calculated total energy = -304.654587 a.u.
Energy relative to the best compared isomer or geometry (same formula, charge and spin) = 474.97 kJ/mol
Charge = 0
LUMO (spin up / spin down) = 0.6 / 0.6 eV
HOMO-LUMO gap (spin up / spin down) = 8.068 / 8.069 eV

Results of the Mulliken charge analysis, in e, for atoms 1 through 2: atom 1 (C): -0.819, atom 2 (N): 0.043



# 3
ORCA calculation (ωB97M-V/def2-TZVPD) on a structure of composition C2HBr5S in a non-equilibrium geometry.

The geometry in XYZ format:
```
9
Properties=species:S:1:pos:R:3
C -2.07 0.82 -0.12
C -2.76 -0.59 -0.16
S 0.08 0.63 -0.87
Br -1.80 1.37 1.93
Br -2.78 2.15 -1.22
Br -4.60 -0.33 0.75
Br -1.78 -1.81 0.96
Br -3.13 -1.23 -1.87
H 0.47 1.88 -1.12
```

Calculated values
Calculated total energy = -13344.973496 a.u.
Energy relative to the best compared isomer or geometry (same formula, charge and spin) = 147.24 kJ/mol
Charge = 0
LUMO = -1.3 eV
HOMO-LUMO gap = 8.358 eV

Results of the Mulliken charge analysis, in e, for atoms 1 through 2: atom 1 (C): -0.336, atom 2 (C): -0.202



# 4
ORCA calculation (ωB97M-V/def2-TZVPD) on a structure of composition C35H33CoNO3P in a non-equilibrium geometry.

The geometry in XYZ format:
```
74
Properties=species:S:1:pos:R:3
Co 0.91 0.01 -1.17
O -0.25 1.57 -1.94
C -0.15 2.27 -3.20
C 0.46 1.29 -4.17
C -0.39 0.00 -4.19
C 0.40 -1.23 -3.89
C 0.59 -2.18 -4.89
C 1.26 -3.36 -4.62
C 1.70 -3.58 -3.33
C 1.50 -2.60 -2.39
N 0.88 -1.42 -2.64
H -0.27 2.19 -1.20
H 0.46 3.17 -3.07
H -1.16 2.56 -3.50
H 1.48 1.07 -3.82
H 0.56 1.72 -5.16
H -0.89 -0.11 -5.15
H -1.18 0.06 -3.44
H 0.19 -1.98 -5.87
H 1.41 -4.10 -5.39
H 2.20 -4.49 -3.04
H 1.81 -2.78 -1.37
O 3.07 -0.44 -0.85
C 2.15 -0.89 -0.22
C 2.01 -1.76 0.91
C 3.06 -2.41 1.58
C 2.73 -3.24 2.63
C 1.40 -3.42 3.02
C 0.36 -2.77 2.36
C 0.66 -1.93 1.30
P -0.51 -0.95 0.33
C -1.89 -2.02 -0.13
C -2.96 -2.14 0.77
C -4.01 -3.00 0.49
C -4.01 -3.73 -0.69
C -2.96 -3.60 -1.59
C -1.90 -2.75 -1.31
C -1.21 0.30 1.42
C -2.15 1.18 0.87
C -2.70 2.18 1.66
C -2.33 2.30 2.99
C -1.41 1.42 3.54
C -0.84 0.43 2.76
H 4.08 -2.27 1.27
H 3.51 -3.76 3.17
H 1.17 -4.08 3.84
H -0.66 -2.93 2.68
H -2.97 -1.57 1.69
H -4.83 -3.09 1.19
H -4.83 -4.40 -0.91
H -2.96 -4.17 -2.51
H -1.09 -2.67 -2.02
H -2.46 1.07 -0.16
H -3.43 2.85 1.23
H -2.78 3.07 3.60
H -1.13 1.51 4.58
H -0.13 -0.26 3.20
C 3.02 1.58 1.64
C 1.74 2.12 1.11
O 1.17 1.59 0.13
C 1.13 3.30 1.71
C 1.52 3.72 2.99
C 0.89 4.80 3.59
C -0.12 5.47 2.92
C -0.50 5.08 1.64
C 0.11 3.99 1.05
H 3.59 1.10 0.85
H 2.79 0.82 2.40
H 3.62 2.35 2.11
H 2.31 3.21 3.52
H 1.19 5.11 4.58
H -0.59 6.33 3.38
H -1.27 5.62 1.11
H -0.17 3.70 0.04
```

Calculated values
Calculated total energy = -3357.634150 a.u.
Charge = +2
LUMO (spin up / spin down) = -6.3 / -6.1 eV
HOMO-LUMO gap (spin up / spin down) = 8.178 / 8.185 eV

Results of the Mulliken charge analysis, in e, for atoms 1 through 2: atom 1 (Co): 0.787, atom 2 (O): -0.248



# 5
ORCA calculation (ωB97M-V/def2-TZVPD) on a structure of composition C17H18N2O2S in a non-equilibrium geometry.

The geometry in XYZ format:
```
40
Properties=species:S:1:pos:R:3
O -1.01 -2.65 0.33
C -1.46 -1.42 0.50
N -1.22 -0.56 -0.55
C -0.44 -1.02 -1.72
C -0.14 0.29 -2.67
N 0.77 1.13 -2.13
C 2.26 1.08 -2.21
C 2.72 0.23 -3.00
C 4.13 0.30 -3.15
C 4.84 1.32 -2.48
C 4.09 2.18 -2.04
C 2.75 2.26 -1.91
H 2.27 3.19 -1.13
H 4.64 3.04 -1.49
O 6.16 1.53 -2.67
H 6.69 0.58 -3.11
H 4.77 -0.53 -3.44
H 2.38 -0.76 -3.32
C -0.06 1.62 -0.95
C -1.15 0.82 -0.56
H -2.03 1.33 -1.27
H -1.35 1.10 0.36
H 0.79 1.42 -0.18
H -0.01 2.56 -1.07
H -1.28 0.63 -3.28
H 0.29 -0.33 -3.61
H 0.62 -1.43 -1.34
H -1.17 -1.89 -2.30
C -1.99 -0.98 1.56
C -2.20 -1.76 2.71
C -3.07 -1.43 3.74
C -3.16 -2.06 4.90
C -3.98 -1.64 5.92
C -4.35 -0.29 5.62
S -3.82 0.12 4.01
H -5.17 0.14 6.00
H -4.28 -1.93 6.83
H -2.54 -3.37 5.10
H -1.71 -2.70 2.60
H -2.58 -0.11 1.38
```

Calculated values
Calculated total energy = -1316.257213 a.u.
Energy relative to the best compared isomer or geometry (same formula, charge and spin) = 1545.13 kJ/mol
Charge = 0
LUMO = -0.9 eV
HOMO-LUMO gap = 6.678 eV

Results of the Mulliken charge analysis, in e, for atoms 1 through 2: atom 1 (O): -0.739, atom 2 (C): 0.245